1.
Here is a structure of composition C28H60As4F36N3O11 from the OMol25 dataset. Energies are from the ωB97M-V functional and the def2-TZVPD basis.

Its energy is -14633.2502 Ha. The total charge is -5. The calculation puts the HOMO energy at 3.08 eV.

Each line ends with the Löwdin charge.
Geometry (Å):
1 As -4.3416 -1.0149 6.2207  0.721
2 As -1.0429 4.7873 1.7460  0.738
3 As 5.1017 0.5424 2.3118  0.737
4 As 0.2193 2.3147 6.7003  0.721
5 F -1.2858 -1.1053 -1.5707  0.104
6 F -4.6023 -2.5954 6.9074  -0.273
7 F -0.7346 6.2598 2.6191  -0.263
8 F 3.8848 1.7925 2.3169  -0.238
9 F 3.7347 -3.2609 -5.0125  0.111
10 F 5.4126 -3.4067 -6.3854  0.080
11 F -1.3162 3.2851 0.8960  -0.251
12 F 0.5370 3.6050 5.5576  -0.282
13 F -2.1495 4.2993 2.9661  -0.225
14 F 6.2593 -0.7466 2.3334  -0.248
15 F 0.4430 0.0932 -2.2404  0.098
16 F 1.5484 1.3694 6.0323  -0.275
17 F -2.6385 -1.2597 6.0919  -0.247
18 F -5.3103 -2.5398 -2.4119  0.089
19 F -1.0518 3.3352 7.3201  -0.273
20 F -1.4686 -5.4088 2.3061  0.070
21 F 5.8369 1.1675 3.7524  -0.247
22 F -4.1488 0.5654 5.5209  -0.274
23 F 0.1123 -1.9015 -3.0199  0.155
24 F -5.4988 -2.2341 -4.5520  0.070
25 F 1.3990 3.0819 7.7470  -0.296
26 F 4.6332 -5.1605 -5.3761  0.120
27 F -6.2276 -4.0225 -3.6973  0.081
28 F -0.9203 1.6146 5.6018  -0.240
29 F 4.3967 -0.1662 0.8919  -0.240
30 F 4.0572 -0.4148 3.3020  -0.226
31 F 0.1542 5.3014 0.5732  -0.279
32 F -4.1637 -0.4735 7.8863  -0.298
33 F 0.1994 3.9358 2.6709  -0.271
34 F 6.1671 1.5668 1.3453  -0.270
35 F -2.2774 5.5417 0.7788  -0.272
36 F -1.1172 -7.3647 3.1428  0.082
37 F -4.5732 -1.6591 4.6169  -0.266
38 F 0.2927 -5.8037 3.5476  0.122
39 F -0.0802 1.0712 7.8556  -0.243
40 F -6.0548 -0.6196 6.3882  -0.312
41 O -2.2232 0.8571 -3.2245  -0.137
42 O -0.7709 0.3493 -4.7873  -0.250
43 O 5.2783 -3.4495 -2.7787  -0.069
44 O -2.6223 5.1341 -5.3052  -0.166
45 O -3.2367 -5.7423 4.6370  -0.112
46 O -3.7896 -4.6812 -4.8431  -0.198
47 O 0.5382 -1.4878 3.0050  -0.182
48 O 4.4078 3.9827 -0.3499  -0.202
49 O -3.5301 -4.6247 -2.5969  -0.108
50 O -1.3382 -6.1381 5.8269  -0.195
51 O 6.9126 -4.4627 -4.0092  -0.206
52 N 6.3194 2.2719 -1.3218  0.226
53 N 0.8966 1.2666 3.2106  0.240
54 N -0.6576 3.0871 -4.8316  0.203
55 C 0.9190 -0.8424 1.8072  -0.163
56 C -1.7894 -5.6031 4.7367  -0.565
57 C -1.0175 -6.0367 3.4333  -0.532
58 C 5.9490 -3.5802 -4.0591  -0.563
59 C 4.8973 -2.1606 -2.4040  -0.309
60 C -2.8477 -3.9515 -1.5251  -0.267
61 C -2.5991 6.3808 -5.9487  -0.135
62 C -1.4056 3.7873 -3.7114  -0.316
63 C -1.8703 5.1607 -4.1013  -0.188
64 C 3.9271 2.7649 -0.8558  -0.218
65 C -3.9477 -5.0168 3.6452  -0.292
66 C 4.9299 -3.8638 -5.2000  -0.550
67 C 0.3927 0.5659 1.9326  -0.273
68 C 3.5196 4.5771 0.6327  -0.037
69 C -3.2698 1.7998 -1.3617  -0.058
70 C 0.9491 1.4130 0.7914  -0.053
71 C 3.3931 -2.1332 -2.0066  -0.066
72 C -3.4691 0.8193 -2.5311  -0.224
73 C -1.4375 -0.2082 -3.7203  -0.451
74 C 4.4801 0.7109 -2.1186  -0.050
75 C -3.8012 -3.8960 -3.8078  -0.582
76 C -0.5900 3.8138 -2.4485  -0.040
77 C 4.9001 2.1344 -1.8350  -0.298
78 C -5.3732 -4.7284 4.1199  -0.087
79 C -5.1768 -3.1658 -3.6065  -0.526
80 C -0.5065 -0.7795 -2.6547  -0.538
81 C -0.8264 -1.7746 3.2737  -0.068
82 C -3.1225 -4.6891 -0.2035  -0.065
83 H -3.8778 -5.6133 2.7317  0.099
84 H -1.4075 2.7837 -5.4554  0.149
85 H 0.9123 2.4939 0.8918  0.049
86 H 2.4866 4.4195 0.3228  0.070
87 H -1.1080 4.2101 -1.5673  0.076
88 H -1.6373 6.8977 -6.0480  0.082
89 H -3.4326 2.8016 -1.7698  0.059
90 H 6.4131 -2.5951 -4.3208  0.121
91 H 6.5814 3.2507 -1.2281  0.156
92 H 2.9188 2.8510 -1.2725  0.141
93 H -2.9795 6.3310 -6.9698  0.081
94 H 0.6326 -1.3728 0.8945  0.143
95 H -3.4850 -4.0339 3.4860  0.102
96 H -4.1109 -4.3015 0.0642  0.071
97 H -3.2782 7.0280 -5.3764  0.090
98 H 5.1838 0.2169 -2.7940  0.072
99 H 3.8161 5.6204 0.5513  0.085
100 H 0.5493 0.8403 4.0765  0.119
101 H -3.9992 1.5650 -0.5857  0.084
102 H -2.4559 -4.3402 0.5793  0.050
103 H 6.9826 1.8142 -1.9433  0.165
104 H 5.4040 -1.9133 -1.4600  0.112
105 H -3.1526 -5.7700 -0.3002  0.074
106 H 4.4168 0.1246 -1.2030  0.060
107 H -1.7854 -3.9792 -1.7901  0.110
108 H -5.4038 -4.4388 5.1659  0.060
109 H -0.1693 2.1804 -4.5966  0.130
110 H 4.9516 2.7222 -2.7591  0.146
111 H -2.1974 3.0470 -3.5865  0.127
112 H -1.9735 -1.0720 -4.1425  0.144
113 H 1.8981 1.0702 3.2146  0.121
114 H 3.7122 4.1684 1.6217  0.086
115 H 5.0031 -1.3076 -3.0835  0.062
116 H -3.1040 -3.0267 -3.9218  0.123
117 H 1.9745 1.0689 0.6298  0.059
118 H -1.3314 -2.1609 2.3812  0.093
119 H 3.5319 0.7412 -2.6534  0.115
120 H 0.7025 2.2763 3.2237  0.109
121 H 2.9618 -1.1745 -1.7057  0.039
122 H -4.2240 1.2271 -3.2178  0.107
123 H 6.3855 1.8175 -0.3991  0.120
124 H 0.0464 3.6229 -5.3368  0.153
125 H -1.3943 -0.8779 3.5543  0.081
126 H -3.2305 -2.9355 -1.4377  0.088
127 H 0.3592 1.1636 -0.0921  0.069
128 H 0.3533 4.3609 -2.4996  0.086
129 H 2.0088 -0.7999 1.8794  0.110
130 H -1.0053 5.8376 -4.1475  0.128
131 H -2.2673 1.7935 -0.9443  0.053
132 H 3.8719 2.0268 -0.0431  0.090
133 H 3.2910 -2.7860 -1.1350  0.084
134 H -0.8785 -2.4694 4.1044  0.080
135 H -0.4764 2.8065 -2.0369  0.080
136 H -2.4978 5.5881 -3.3113  0.146
137 H -1.6680 -4.4883 4.7557  0.125
138 H 2.7652 -2.5837 -2.7729  0.066
139 H -0.6801 0.7163 2.0378  0.151
140 H -6.0092 -5.5959 3.9032  0.051
141 H -3.8865 -0.1446 -2.2375  0.111
142 H -5.7832 -3.9354 3.4895  0.060

***

2.
Here is a cluster of 3 separate species, C28H60Br2O4S in total from the OMol25 dataset. Energies are from the ωB97M-V functional and the def2-TZVPD basis.

Its energy is -6949.9791 Ha. The calculation puts the HOMO energy at -9.62 eV.

Each line ends with the Löwdin charge.
Geometry (Å):
1 Br -4.4335 0.9311 -0.2578  0.758
2 Br -4.8585 5.2280 -1.7904  0.730
3 S -1.4850 2.5216 -1.7031  0.919
4 O -0.5527 3.6039 -1.7202  -0.353
5 O -2.6107 2.9705 -0.5717  -0.366
6 O 4.0685 3.1615 1.9777  -0.186
7 O -0.8714 1.3422 -0.7781  -0.337
8 C -4.8063 3.8088 -0.4601  -0.754
9 C 4.9240 3.2341 -1.9735  -0.200
10 C 5.1306 2.4421 2.5748  -0.110
11 C -4.2965 -3.7873 1.6860  -0.109
12 C 0.8269 -0.2496 -0.3293  -0.168
13 C -2.3188 -6.1556 -1.2488  -0.104
14 C -1.6650 -4.0506 -3.4676  -0.225
15 C 0.4339 0.9202 -1.2057  -0.256
16 C -2.9687 -0.8142 5.2011  -0.111
17 C 5.5954 4.6110 -1.7312  -0.205
18 C 4.3467 4.5311 1.8096  -0.233
19 C 5.8482 2.0475 -1.6984  -0.198
20 C -3.3516 -3.2717 4.6217  -0.230
21 C 2.2559 -0.7072 -0.5729  -0.202
22 C -3.9873 -1.9137 4.9148  -0.271
23 C -6.2254 3.4628 -0.0322  -0.188
24 C -3.1319 -2.8851 2.0849  -0.264
25 C -3.0564 -4.5820 -3.1224  -0.224
26 C -3.9313 2.6722 -0.9771  -0.838
27 C 4.6907 -0.1319 -0.8773  -0.199
28 C 3.3252 0.3511 -0.3292  -0.184
29 C -2.0986 -1.6296 -2.7746  -0.097
30 C -3.2357 -5.0099 -1.6667  -0.274
31 C -1.2116 -2.8618 -2.6232  -0.269
32 C 5.0579 5.3971 -0.5378  -0.196
33 C -2.4521 -3.3070 3.3857  -0.226
34 C 5.4973 4.8558 0.8476  -0.157
35 C 5.2034 0.6895 -2.0546  -0.198
36 H 5.8552 3.0945 3.0517  0.089
37 H -4.6439 -2.0210 5.7822  0.103
38 H 3.0789 1.2872 -0.8034  0.079
39 H 6.1842 2.0888 -0.6693  0.094
40 H -6.2244 3.0643 0.9722  0.069
41 H 4.5640 -1.1507 -1.2351  0.098
42 H -3.2741 -5.4342 -3.7739  0.110
43 H 0.1485 -1.0586 -0.5779  0.098
44 H -3.9401 2.6048 -2.0577  0.062
45 H 5.4448 6.4075 -0.6158  0.101
46 H -2.1359 -1.2990 -3.8153  0.082
47 H -0.1900 -2.6003 -2.9157  0.102
48 H -4.6295 -1.6100 4.0835  0.097
49 H 5.6629 1.8729 1.8161  0.068
50 H 6.1621 4.0154 0.6920  0.095
51 H -2.5133 -6.4464 -0.2151  0.063
52 H -1.2662 -5.8772 -1.3186  0.066
53 H 6.6709 4.4729 -1.6666  0.107
54 H -3.1194 -1.8220 -2.4417  0.065
55 H 5.9219 0.0995 -2.6101  0.101
56 H -4.2793 4.1956 0.3971  0.095
57 H -2.4810 -7.0330 -1.8782  0.075
58 H 4.5068 5.0266 2.7690  0.116
59 H -4.7234 -3.4675 0.7341  0.064
60 H -2.3858 -2.8977 1.2847  0.096
61 H -5.0963 -3.7659 2.4277  0.067
62 H -4.1438 -4.0187 4.5189  0.100
63 H 6.7025 2.1835 -2.3541  0.106
64 H 2.4484 -1.5126 0.1310  0.117
65 H 5.3874 5.2126 -2.6117  0.101
66 H 3.4457 4.9702 1.3975  0.114
67 H 0.4297 0.5831 -2.2462  0.127
68 H -6.7930 4.3827 -0.0114  0.056
69 H 4.3519 0.8974 -2.6986  0.108
70 H -6.7056 2.7927 -0.7299  0.067
71 H -1.7113 -0.8050 -2.1725  0.040
72 H 2.3430 -1.1511 -1.5610  0.112
73 H -3.4714 0.1240 5.4398  0.068
74 H -1.1619 -3.1474 -1.5682  0.093
75 H -2.0623 -4.3233 3.2687  0.109
76 H -1.5789 -2.6695 3.5502  0.101
77 H 3.9766 5.4135 -0.6173  0.104
78 H -2.3368 -1.0808 6.0508  0.074
79 H -3.8074 -3.8238 -3.3615  0.102
80 H -3.9659 -4.8222 1.5710  0.071
81 H 4.0156 3.1663 -1.3836  0.100
82 H -2.7598 -3.5810 5.4890  0.109
83 H -0.9307 -4.8551 -3.3698  0.102
84 H 0.6682 0.0582 0.6977  0.126
85 H 3.4306 0.4749 0.7370  0.106
86 H -4.2743 -5.3193 -1.5230  0.107
87 H 6.0955 5.6278 1.3188  0.104
88 H -2.3222 -0.6287 4.3422  0.064
89 H 5.4308 -0.1981 -0.0883  0.101
90 H 4.6730 3.1853 -3.0270  0.105
91 H -1.6547 -3.7631 -4.5237  0.110
92 H -3.4798 -1.8508 2.1583  0.092
93 H 1.1435 1.7323 -1.1336  0.102
94 H 4.7440 1.7305 3.2962  0.085
95 H -3.0794 -4.1563 -1.0013  0.077